A 3-piece molecular cluster, C13H30IN4O4 overall at a distorted geometry. Source: the Open Molecules 2025 dataset; level of theory: the ωB97M-V functional and the def2-TZVPD basis.

## Properties
Energy above the lowest of the compared OMol25 structures with the same formula, charge and spin in kcal per mole: 0.00
Kohn-Sham gap in eV: 6.907
E_HOMO in eV: -11.3
Lowest unoccupied orbital energy in Ha: -0.1621
Charge: +1

Structure (XYZ):
```
52
Properties=species:S:1:pos:R:3:forces:R:3
C -1.9282 4.1481 -2.8125 -0.117 0.072 0.177
N -2.8146 3.4187 -1.9109 0.045 -0.060 0.019
C -2.6666 1.9789 -1.9047 -0.133 -0.028 0.419
C -1.8775 1.5404 -0.6977 0.711 0.165 -0.757
C -0.5210 1.6437 -0.5638 -0.739 -0.341 0.469
N -0.2122 1.1742 0.6956 0.419 0.655 -0.453
N 1.0977 1.1047 1.2015 -0.241 -0.187 0.079
C -1.3164 0.7976 1.3008 -0.350 -0.260 0.305
N -2.3526 1.0074 0.4704 0.111 0.147 -0.182
I -4.3097 0.6426 0.8498 -0.026 -0.064 0.217
H -1.7327 5.1332 -2.4048 0.036 0.203 -0.014
H -2.3231 4.2594 -3.8208 -0.075 -0.050 -0.162
H -0.9751 3.6365 -2.8906 0.175 -0.102 0.042
H -3.7754 3.6907 -2.0335 -0.082 0.028 -0.053
H -3.6382 1.4955 -1.8917 -0.168 -0.104 0.007
H -2.1458 1.5893 -2.7770 0.062 0.021 -0.239
H 0.2013 2.0188 -1.2564 0.298 0.018 -0.057
H 1.6496 1.7853 0.6933 0.155 -0.038 -0.056
H 1.0909 1.4042 2.1703 0.008 -0.038 0.088
H -1.3887 0.3815 2.2850 0.039 -0.078 0.188
C 7.1009 2.7445 3.3933 0.083 -0.033 0.019
O 7.2349 1.5147 2.7007 -0.142 0.090 -0.058
C 6.2341 0.5661 3.0215 0.239 -0.025 -0.055
C 5.1640 0.4989 1.9557 -0.206 -0.055 0.140
O 4.4209 1.7126 1.8679 -0.073 0.040 -0.127
C 4.8451 2.5445 0.8000 -0.059 0.031 0.037
H 7.7563 3.4659 2.9092 0.036 -0.033 -0.004
H 6.0753 3.1198 3.3590 -0.014 -0.009 0.014
H 7.4124 2.6338 4.4366 -0.053 0.026 0.018
H 5.7889 0.7877 3.9962 -0.040 0.013 0.001
H 6.7195 -0.4120 3.0870 -0.032 -0.016 0.022
H 4.4577 -0.2964 2.2128 0.019 -0.008 -0.014
H 5.6098 0.2549 0.9877 0.031 0.020 -0.016
H 4.4919 2.1507 -0.1613 0.073 -0.006 -0.024
H 5.9312 2.6382 0.7684 0.008 -0.008 -0.012
H 4.4134 3.5326 0.9584 -0.019 -0.009 0.017
C -3.0784 -5.7552 -0.2064 -0.016 -0.018 0.045
O -4.0232 -4.7481 0.1228 0.033 -0.019 -0.099
C -3.6429 -3.4536 -0.2926 -0.148 -0.053 0.195
C -4.3418 -3.0378 -1.5698 0.160 0.092 -0.182
O -3.9410 -3.8224 -2.6733 -0.009 -0.078 0.074
C -4.8704 -4.8401 -3.0179 0.001 0.023 -0.044
H -3.5646 -6.7177 -0.0637 -0.024 0.015 0.042
H -2.7490 -5.6758 -1.2442 0.009 0.017 -0.002
H -2.2102 -5.6986 0.4584 0.031 0.004 -0.043
H -2.5561 -3.3900 -0.4172 0.016 0.002 -0.053
H -3.9349 -2.7610 0.5065 0.029 0.027 -0.015
H -4.0680 -1.9989 -1.7970 -0.038 0.013 0.040
H -5.4274 -3.0792 -1.4360 -0.018 -0.021 0.035
H -5.7394 -4.4093 -3.5250 -0.028 -0.023 0.029
H -5.2021 -5.3970 -2.1396 -0.003 0.007 0.015
H -4.3686 -5.5226 -3.7002 0.022 0.036 -0.026
```
Forces are in eV/Å.

Charges in e, computed with Löwdin, in the same order as the atoms:
1 C -0.1025
2 N -0.1049
3 C -0.2011
4 C -0.2584
5 C 0.0482
6 N -0.1161
7 N 0.1599
8 C -0.1118
9 N -0.4451
10 I 1.0955
11 H 0.0796
12 H 0.0847
13 H 0.0689
14 H 0.1089
15 H 0.0766
16 H 0.1295
17 H 0.1401
18 H 0.1014
19 H 0.1173
20 H 0.1526
21 C -0.1046
22 O -0.1862
23 C -0.2061
24 C -0.2005
25 O -0.2173
26 C -0.1151
27 H 0.0917
28 H 0.0815
29 H 0.0917
30 H 0.1277
31 H 0.1296
32 H 0.1232
33 H 0.1283
34 H 0.0847
35 H 0.0885
36 H 0.0884
37 C -0.0988
38 O -0.1843
39 C -0.2274
40 C -0.2226
41 O -0.1872
42 C -0.0972
43 H 0.0931
44 H 0.0853
45 H 0.0894
46 H 0.1258
47 H 0.0900
48 H 0.1068
49 H 0.1292
50 H 0.0908
51 H 0.0860
52 H 0.0924

C22H22CuN5OS2 as an isolated structure. Source: the Open Molecules 2025 dataset; level of theory: the ωB97M-V functional and the def2-TZVPD basis.

## Properties
Energy above the lowest of the compared OMol25 structures with the same formula, charge and spin in kcal per mole: 11.59
Kohn-Sham gap (alpha / beta) in eV: 8.405 / 7.054
Multiplicity: 2
Expectation value of S²: 0.755
E_HOMO (alpha / beta) in eV: -11.5 / -11.5
Lowest unoccupied orbital energy (alpha / beta) in Ha: -0.1122 / -0.1617
Charge: +1

Structure (XYZ):
```
53
Properties=species:S:1:pos:R:3:forces:R:3
Cu -0.3580 0.0858 -1.6514 0.729 0.416 -0.331
C 4.9981 -1.5697 -1.8348 -0.068 0.097 0.075
C 4.7319 -0.1546 -1.3266 0.067 -0.183 -0.170
N 3.8336 -0.1049 -0.1727 -0.089 0.020 0.000
C 4.4331 -0.1992 1.1668 -0.017 -0.177 0.176
C 4.3131 -1.5933 1.7761 -0.011 0.114 -0.088
C 2.5088 -0.0419 -0.2993 -0.301 -0.238 -0.114
S 1.8658 -0.0370 -1.9229 -0.353 0.076 -0.083
N 1.8118 0.0114 0.8353 0.216 0.171 0.255
C 0.5131 -0.1056 1.0196 0.063 -0.123 -0.048
O -0.3937 -0.3563 0.1611 -0.012 -0.137 0.448
C 0.0437 0.0322 2.4263 -0.147 -0.032 0.014
C -1.3262 0.1007 2.6825 0.057 -0.001 -0.036
C -1.7889 0.2116 3.9820 -0.014 0.004 0.017
C -0.8876 0.2472 5.0375 -0.008 -0.021 -0.026
C 0.4760 0.1830 4.7873 0.034 0.018 0.071
C 0.9436 0.0785 3.4882 0.006 0.024 -0.027
H 5.6298 -1.5250 -2.7218 0.009 -0.001 0.013
H 4.0637 -2.0595 -2.1064 0.011 -0.034 0.008
H 5.5083 -2.1708 -1.0833 -0.002 -0.016 -0.009
H 4.2991 0.4452 -2.1259 0.059 0.064 0.044
H 5.6684 0.3113 -1.0248 -0.032 0.083 0.012
H 3.9418 0.5279 1.8092 0.025 0.046 -0.018
H 5.4808 0.0793 1.0694 -0.010 0.041 -0.065
H 3.2642 -1.8626 1.8908 0.017 -0.037 0.018
H 4.7854 -1.6086 2.7585 0.000 0.004 -0.003
H 4.8028 -2.3393 1.1515 -0.003 -0.022 0.018
H -2.0186 0.0625 1.8531 -0.007 -0.020 0.004
H -2.8523 0.2658 4.1750 0.006 -0.009 -0.002
H -1.2488 0.3168 6.0552 0.008 0.028 -0.002
H 1.1774 0.2152 5.6106 -0.001 -0.016 -0.010
H 2.0046 0.0285 3.2888 -0.012 -0.013 -0.022
N -4.1686 1.3395 -1.9862 0.078 0.184 -0.036
C -4.5648 0.0124 -1.9705 0.209 -0.328 0.055
C -5.8136 -0.5954 -1.9552 -0.090 0.089 -0.025
C -5.8295 -1.9747 -1.9200 -0.009 0.066 0.006
C -4.6440 -2.7246 -1.8997 0.063 -0.072 -0.004
C -3.4045 -2.1211 -1.9149 0.045 0.035 -0.003
C -3.3757 -0.7297 -1.9504 -0.317 0.052 -0.014
N -2.3090 0.1514 -1.9692 0.151 0.289 0.028
C -2.8199 1.3693 -1.9818 -0.229 -0.369 -0.018
C -1.9683 2.5442 -1.9634 0.052 0.536 -0.016
C -2.2989 3.8655 -1.9254 0.038 -0.071 0.007
S -0.8810 4.8188 -1.8981 0.047 -0.245 -0.025
C 0.0710 3.3937 -1.9414 -0.020 0.319 0.016
N -0.6166 2.2991 -1.9712 -0.206 -0.535 -0.107
H -4.7751 2.1413 -2.0133 -0.008 -0.003 0.003
H -6.7280 -0.0171 -1.9713 -0.001 -0.029 0.006
H -6.7788 -2.4921 -1.9037 -0.001 0.006 -0.010
H -4.7098 -3.8037 -1.8722 0.012 0.008 0.004
H -2.4862 -2.6930 -1.8970 -0.027 -0.030 0.009
H -3.2753 4.3224 -1.9041 0.012 -0.012 -0.003
H 1.1515 3.4187 -1.9459 -0.021 -0.015 0.010
```
Forces are in eV/Å.

Charges in e, computed with Löwdin, in the same order as the atoms:
1 Cu 0.4358
2 C -0.0673
3 C -0.2415
4 N -0.1123
5 C -0.1862
6 C -0.0620
7 C -0.6410
8 S 0.7886
9 N 0.1172
10 C -0.3931
11 O -0.1041
12 C -0.1366
13 C -0.0198
14 C -0.0689
15 C -0.0692
16 C -0.0659
17 C -0.0173
18 H 0.0829
19 H 0.0630
20 H 0.0688
21 H 0.0734
22 H 0.1195
23 H 0.1087
24 H 0.1188
25 H 0.0671
26 H 0.0820
27 H 0.0668
28 H 0.1099
29 H 0.1066
30 H 0.1087
31 H 0.1084
32 H 0.0990
33 N 0.2009
34 C -0.1655
35 C -0.0037
36 C -0.0651
37 C -0.0640
38 C 0.0053
39 C -0.1927
40 N 0.0894
41 C -0.2335
42 C -0.2970
43 C -0.3106
44 S 1.1003
45 C -0.4060
46 N -0.0135
47 H 0.1747
48 H 0.1178
49 H 0.1123
50 H 0.1120
51 H 0.1194
52 H 0.0854
53 H 0.0941

C30H32AsNS4SbTeV as an isolated structure. Source: the Open Molecules 2025 dataset; level of theory: the ωB97M-V functional and the def2-TZVPD basis.

## Properties
Energy above the lowest of the compared OMol25 structures with the same formula, charge and spin in kcal per mole: 15.44
Kohn-Sham gap (alpha / beta) in eV: 6.661 / 7.352
Multiplicity: 2
Expectation value of S²: 0.787
E_HOMO (alpha / beta) in eV: -5.0 / -5.1
Lowest unoccupied orbital energy (alpha / beta) in Ha: 0.0602 / 0.0819
Charge: -1

Structure (XYZ):
```
71
Properties=species:S:1:pos:R:3:forces:R:3
V -0.0333 1.8248 1.0306 0.313 0.387 0.046
S 2.5417 5.5738 1.2389 0.108 0.019 0.018
Sb 0.4268 4.9200 0.9610 -0.091 -0.069 0.011
S -0.1782 3.2651 2.6959 0.060 -0.062 0.059
S 0.3199 3.0839 -0.7202 -0.004 0.029 -0.070
S -1.3166 6.2842 0.6143 -0.123 0.012 -0.039
Te 2.3211 1.1320 1.8310 0.170 -0.031 0.062
C 2.9691 -0.2081 0.3206 -0.102 0.034 0.110
C 2.4915 -0.1620 -0.9848 -0.090 0.095 0.008
C 2.9723 -1.0453 -1.9394 -0.048 0.006 -0.091
C 3.9384 -1.9809 -1.6069 0.028 -0.035 -0.023
C 4.4218 -2.0291 -0.3082 0.016 -0.027 -0.001
C 3.9385 -1.1515 0.6493 -0.011 -0.045 -0.038
H 1.7515 0.5809 -1.2644 0.050 -0.028 -0.005
H 2.5904 -0.9965 -2.9515 -0.013 0.005 -0.015
H 4.3142 -2.6659 -2.3548 0.012 -0.031 -0.027
H 5.1765 -2.7551 -0.0365 0.043 -0.038 0.012
H 4.3190 -1.2050 1.6601 0.025 0.010 0.082
C -7.9488 -0.2563 3.2334 -0.070 -0.020 0.014
C -6.7253 0.2095 2.4983 0.056 0.022 0.067
C -6.6778 0.2376 1.1186 0.037 -0.018 -0.045
C -5.5495 0.6614 0.4146 -0.019 -0.031 0.075
C -5.6437 0.5783 -1.0854 0.048 0.005 -0.086
C -4.4258 1.0953 1.1318 -0.041 0.050 -0.089
As -2.8052 1.9663 0.4134 0.099 -0.128 0.000
N -1.4570 0.6670 0.7374 -0.337 0.067 -0.135
C -1.6000 -0.7267 0.8336 0.078 0.254 0.023
C -0.5895 -1.4652 1.4580 0.020 -0.094 0.055
C -0.6823 -2.8415 1.5543 0.016 0.025 0.002
C -1.7833 -3.5152 1.0436 -0.009 -0.057 -0.001
C -2.7887 -2.7873 0.4280 -0.018 -0.025 -0.001
C -2.7009 -1.4088 0.3204 -0.005 -0.124 0.007
C -3.0571 2.1734 -1.5231 -0.007 -0.096 0.039
C -2.4530 1.4679 -2.5695 -0.018 0.002 0.010
C -1.5605 0.2737 -2.3778 0.021 -0.096 0.049
C -2.6925 1.8788 -3.8787 0.024 0.015 -0.005
C -3.4894 2.9691 -4.1833 -0.005 -0.011 0.056
C -3.7034 3.4059 -5.6032 -0.020 0.009 -0.096
C -4.0557 3.6722 -3.1312 0.029 -0.020 0.055
C -3.8414 3.3030 -1.8097 0.002 0.023 -0.075
C -4.4575 4.1453 -0.7236 -0.054 0.039 0.093
C -4.4569 1.0661 2.5385 -0.053 -0.044 0.003
C -3.2785 1.4872 3.3688 0.133 0.063 0.043
C -5.5950 0.6169 3.1929 0.020 0.008 -0.039
H -8.7464 -0.5300 2.5438 -0.007 0.000 -0.023
H -8.3280 0.5242 3.8941 -0.012 0.022 0.024
H -7.7263 -1.1265 3.8519 0.013 -0.031 0.028
H -7.5410 -0.0971 0.5536 -0.031 -0.009 -0.014
H -6.4049 -0.1534 -1.3550 -0.027 0.011 -0.037
H -4.7075 0.2865 -1.5539 0.030 -0.034 0.002
H -5.9220 1.5343 -1.5331 0.011 0.033 0.007
H 0.2730 -0.9507 1.8700 -0.100 -0.046 -0.035
H 0.1184 -3.3852 2.0379 0.021 -0.052 0.012
H -1.8554 -4.5912 1.1244 -0.002 -0.035 0.002
H -3.6565 -3.2901 0.0205 -0.020 -0.033 -0.006
H -3.4908 -0.8657 -0.1709 -0.039 0.052 -0.009
H -0.7127 0.5015 -1.7301 -0.053 -0.005 -0.037
H -1.1735 -0.0560 -3.3422 0.011 -0.005 0.014
H -2.0906 -0.5685 -1.9271 0.048 0.077 -0.031
H -2.2258 1.3247 -4.6852 0.019 -0.014 -0.039
H -3.3657 2.6450 -6.3065 -0.002 -0.012 -0.002
H -3.1503 4.3223 -5.8150 0.021 0.033 0.000
H -4.7570 3.6088 -5.7996 -0.017 0.003 -0.005
H -4.6655 4.5449 -3.3352 -0.032 0.033 -0.021
H -5.0595 4.9379 -1.1662 -0.011 0.024 0.007
H -3.6857 4.6158 -0.1041 -0.036 -0.027 -0.044
H -5.1124 3.5641 -0.0653 0.038 0.008 -0.022
H -2.4251 0.8200 3.2152 -0.052 0.032 0.022
H -3.5361 1.4695 4.4264 0.009 -0.003 0.032
H -2.9353 2.4958 3.1190 -0.039 -0.070 0.002
H -5.5947 0.5913 4.2764 -0.011 0.000 0.054
```
Forces are in eV/Å.

Charges in e, computed with Löwdin, in the same order as the atoms:
1 V -0.3154
2 S -0.2071
3 Sb -0.0808
4 S 0.0274
5 S 0.1016
6 S -0.1921
7 Te 0.9474
8 C -0.6148
9 C -0.1465
10 C -0.0942
11 C -0.1093
12 C -0.1067
13 C -0.1735
14 H 0.0471
15 H 0.0997
16 H 0.0931
17 H 0.0951
18 H 0.0816
19 C -0.0558
20 C -0.2733
21 C -0.0237
22 C -0.2727
23 C -0.0473
24 C -0.2792
25 As 1.3364
26 N -0.3618
27 C -0.3517
28 C -0.0446
29 C -0.0877
30 C -0.1104
31 C -0.0856
32 C -0.0614
33 C -0.3198
34 C -0.2791
35 C -0.0475
36 C -0.0173
37 C -0.2698
38 C -0.0566
39 C -0.0168
40 C -0.3030
41 C -0.0886
42 C -0.2766
43 C -0.0934
44 C -0.0171
45 H 0.0698
46 H 0.0784
47 H 0.0786
48 H 0.1102
49 H 0.0774
50 H 0.0595
51 H 0.0852
52 H 0.0353
53 H 0.1009
54 H 0.0915
55 H 0.0999
56 H 0.0736
57 H 0.0345
58 H 0.0780
59 H 0.0663
60 H 0.1096
61 H 0.0703
62 H 0.0815
63 H 0.0751
64 H 0.1154
65 H 0.0779
66 H 0.0229
67 H 0.0671
68 H 0.0687
69 H 0.0779
70 H 0.0310
71 H 0.1153

The molecule C10H21ClFN3O at a distorted geometry. Source: the Open Molecules 2025 dataset; level of theory: the ωB97M-V functional and the def2-TZVPD basis.

## Properties
Kohn-Sham gap in eV: 10.111
SMILES string: [H]/N=C\CCO[C@H]([C@H](Cl)CC)[C@H](F)NCCN
E_HOMO in eV: -9.3
Lowest unoccupied orbital energy in Ha: 0.0305
Charge: 0

Structure (XYZ):
```
37
Properties=species:S:1:pos:R:3:forces:R:3
C 0.1709 -1.7774 2.5414 -0.513 -0.524 -0.602
C 0.3601 -2.6621 1.2357 0.918 1.170 0.666
C 0.8839 -1.7005 0.1120 -0.343 -0.357 0.779
Cl 1.9787 -2.6880 -0.9914 -0.606 0.649 0.240
C -0.2355 -1.0269 -0.7378 0.065 -1.037 -1.561
O -1.4171 -0.7456 0.0177 0.391 0.580 -0.053
C -2.4568 -0.2775 -0.8297 -1.173 -0.246 -0.435
C -3.8670 -0.3253 -0.1518 -0.080 0.716 0.252
C -4.0286 0.7662 0.9778 0.261 -0.182 -1.098
N -3.9401 2.0140 0.7184 -0.115 -1.015 0.428
C 0.2700 0.2157 -1.5708 0.149 0.639 0.647
F -0.1481 0.1056 -2.9130 0.159 -0.115 0.784
N 1.7066 0.4328 -1.5109 -0.724 0.587 0.370
C 2.0572 1.6826 -0.8134 1.507 0.192 -0.001
C 3.5678 1.6349 -0.3429 -0.273 0.491 -0.452
N 3.7333 2.5422 0.8241 -0.196 -0.454 -0.460
H -0.4980 -0.9062 2.3482 0.405 -0.714 0.107
H 1.1498 -1.3737 2.8897 -0.674 -0.489 -0.155
H -0.3049 -2.4299 3.3066 0.463 0.647 -0.218
H -0.5532 -3.2341 0.9703 0.567 0.510 0.020
H 1.1981 -3.3727 1.4503 -0.860 0.419 -0.251
H 1.5456 -0.9483 0.6069 -0.465 -0.589 -0.661
H -0.5508 -1.7918 -1.5047 0.427 0.510 0.505
H -2.3136 0.7819 -1.1768 0.181 -0.864 0.301
H -2.4936 -0.9279 -1.7430 0.031 0.519 0.564
H -4.5952 -0.0216 -0.9514 0.611 -0.309 0.580
H -4.1779 -1.3394 0.1809 0.497 0.622 -0.089
H -4.2410 0.4360 2.0139 0.178 0.243 -0.585
H -3.7596 2.1450 -0.2838 -0.032 0.049 0.168
H -0.2162 1.1350 -1.1476 0.133 -0.795 -0.373
H 2.1375 0.3766 -2.4279 -0.192 -0.091 0.145
H 1.4367 1.8260 0.1074 0.345 -0.367 -0.790
H 1.9504 2.5948 -1.4655 -0.183 -0.644 0.569
H 3.8741 0.5851 -0.1254 -0.368 0.741 0.070
H 4.2367 2.0114 -1.1598 -0.622 -0.551 0.302
H 4.5925 3.0734 0.7183 -0.283 0.016 0.171
H 2.9470 3.1900 0.8282 0.411 0.042 0.118
```
Forces are in eV/Å.

Charges in e, computed with Löwdin, in the same order as the atoms:
1 C -0.1033
2 C -0.2548
3 C -0.5854
4 Cl 0.5843
5 C -0.2909
6 O -0.1230
7 C -0.2231
8 C -0.1337
9 C -0.2231
10 N 0.0721
11 C -0.2968
12 F -0.0110
13 N -0.0359
14 C -0.2133
15 C -0.2636
16 N -0.0284
17 H 0.0675
18 H 0.0778
19 H 0.0715
20 H 0.1134
21 H 0.0920
22 H 0.1011
23 H 0.1450
24 H 0.1156
25 H 0.1346
26 H 0.1194
27 H 0.1088
28 H 0.1022
29 H 0.0387
30 H 0.1464
31 H 0.1291
32 H 0.1221
33 H 0.1259
34 H 0.1043
35 H 0.1063
36 H 0.0581
37 H 0.0500

| no. | molecular weight (g/mol) |
| --- | --- |
| 1 | 433.31 |
| 2 | 500.13 |
| 3 | 910.09 |
| 4 | 253.75 |